Computed, not measured: a molecular structure, C42H53BrN2P2Ti, with the ωB97M-V functional and the def2-TZVPD basis.

The geometry in XYZ format:
```
101
Properties=species:S:1:pos:R:3:forces:R:3
Ti 1.310 0.089 -1.026 1.4 0.4 -0.6
C -2.080 -0.322 3.827 0.0 0.0 0.0
C -2.027 0.556 2.576 0.0 0.0 0.1
C -3.025 1.715 2.652 0.0 0.0 0.0
P -2.115 -0.240 0.897 0.2 0.0 -0.2
C -3.799 -1.002 0.696 -0.1 -0.1 0.0
C -4.535 -1.541 1.925 0.0 0.0 0.0
C -4.702 -0.027 -0.068 0.0 0.0 0.0
C -1.021 -1.700 1.141 -0.2 0.0 0.2
C -1.462 -3.016 1.234 0.0 -0.1 0.0
C -0.590 -4.084 1.442 -0.1 0.0 0.0
C -1.098 -5.502 1.520 0.0 0.1 0.0
C 0.761 -3.803 1.591 0.1 0.0 0.0
C 1.231 -2.504 1.471 0.1 -0.1 0.0
C 0.358 -1.459 1.206 -0.2 0.4 0.1
N 0.831 -0.132 0.936 0.3 -0.2 0.3
C 1.409 0.573 2.014 -0.5 -0.5 -0.5
C 1.524 0.071 3.306 0.1 0.0 0.3
C 2.103 0.841 4.311 -0.1 -0.2 0.0
C 2.573 2.124 4.080 0.0 0.1 0.0
C 3.226 2.945 5.165 0.0 0.0 0.0
C 2.413 2.630 2.791 0.0 0.2 0.0
C 1.837 1.881 1.779 0.2 0.4 -0.2
P 1.476 2.423 0.089 -0.4 -0.4 0.4
C -0.223 3.122 0.327 0.0 0.2 -0.1
C -0.250 4.406 1.151 0.0 0.0 0.0
C -1.027 3.261 -0.969 0.0 0.0 0.0
C 2.627 3.808 -0.229 0.2 0.0 -0.3
C 2.284 4.571 -1.510 0.0 0.0 0.0
C 4.072 3.304 -0.294 0.0 0.0 0.0
H -1.747 0.254 4.696 0.0 0.0 0.0
H -1.430 -1.196 3.740 0.0 0.0 0.0
H -3.092 -0.671 4.033 0.0 0.0 0.0
H -1.026 0.998 2.547 0.0 0.0 0.0
H -4.048 1.355 2.788 0.0 0.0 0.0
H -3.008 2.330 1.746 0.0 0.0 0.0
H -2.792 2.365 3.501 0.0 0.0 0.0
H -3.592 -1.838 0.018 0.0 0.0 0.0
H -4.870 -0.727 2.571 0.0 0.0 0.0
H -3.925 -2.212 2.529 0.0 0.0 0.0
H -5.428 -2.091 1.612 0.0 0.0 0.0
H -4.981 0.825 0.557 0.0 0.0 0.0
H -5.626 -0.521 -0.381 0.0 0.0 0.0
H -4.206 0.365 -0.958 0.0 0.0 0.0
H -2.516 -3.240 1.124 0.0 0.0 0.0
H -2.134 -5.567 1.186 0.0 0.0 0.0
H -1.051 -5.882 2.543 0.0 0.0 0.0
H -0.501 -6.166 0.892 0.0 0.0 0.0
H 1.464 -4.614 1.759 0.0 0.0 0.0
H 2.293 -2.293 1.538 0.0 0.0 0.0
H 1.169 -0.926 3.531 0.0 0.0 0.0
H 2.192 0.417 5.306 0.0 0.0 0.0
H 3.157 2.443 6.130 0.0 0.0 0.0
H 2.752 3.924 5.265 0.0 0.0 0.0
H 4.284 3.115 4.957 0.0 0.0 0.0
H 2.753 3.642 2.588 0.0 0.0 0.0
H -0.689 2.320 0.907 0.0 0.0 0.0
H 0.158 5.253 0.594 0.0 0.0 0.0
H 0.311 4.304 2.082 0.0 0.0 0.0
H -1.281 4.655 1.414 0.0 0.0 0.0
H -0.677 4.095 -1.582 0.0 0.0 0.0
H -2.077 3.445 -0.732 0.0 0.0 0.0
H -0.985 2.358 -1.580 0.0 0.0 0.0
H 2.519 4.479 0.626 0.0 0.1 0.0
H 2.406 3.929 -2.383 0.0 0.0 0.0
H 2.968 5.414 -1.624 0.0 0.0 0.0
H 1.268 4.967 -1.512 0.0 0.0 0.0
H 4.208 2.631 -1.142 0.0 0.0 0.0
H 4.361 2.756 0.603 0.0 0.0 0.0
H 4.748 4.154 -0.417 0.0 0.0 0.0
C 1.663 -0.425 -6.776 0.0 0.1 0.0
C 1.604 0.160 -5.392 -0.1 0.3 -0.1
C 1.236 1.502 -5.171 0.1 -0.2 -0.4
C 1.130 2.009 -3.900 0.0 0.1 0.3
C 1.403 1.155 -2.828 -0.2 -0.1 0.1
Br 3.708 -0.351 -0.558 -0.3 0.0 0.0
N 1.772 -0.086 -3.060 -0.1 0.2 0.0
C 1.867 -0.608 -4.284 0.3 -0.3 0.1
H 2.250 0.204 -7.446 0.0 0.0 0.0
H 0.661 -0.513 -7.200 0.0 0.0 0.0
H 2.107 -1.419 -6.763 0.0 0.0 0.0
H 1.015 2.135 -6.027 0.0 -0.1 0.0
H 0.811 3.030 -3.738 0.0 0.0 0.0
H 2.153 -1.652 -4.359 0.0 0.0 0.0
C 0.572 -5.558 -2.128 0.1 0.0 0.0
C 1.632 -4.716 -1.724 -0.1 -0.1 0.0
C 1.432 -3.372 -1.592 -0.1 0.1 0.0
C 0.173 -2.776 -1.880 0.1 0.1 0.0
C -0.048 -1.361 -1.758 -0.4 -0.3 0.2
C -1.235 -0.866 -2.231 -0.2 0.0 0.0
C -2.279 -1.703 -2.707 0.1 0.1 0.0
C -2.113 -3.053 -2.728 0.1 -0.1 0.0
C -0.869 -3.622 -2.336 -0.1 -0.1 0.0
C -0.647 -5.021 -2.427 0.0 0.1 0.0
H 0.731 -6.626 -2.213 0.0 0.0 0.0
H 2.605 -5.140 -1.506 0.0 0.0 0.0
H 2.252 -2.741 -1.269 0.0 0.0 0.0
H -1.419 0.206 -2.226 0.0 0.0 0.1
H -3.211 -1.263 -3.045 0.0 0.0 0.0
H -2.907 -3.707 -3.072 0.0 0.0 0.0
H -1.463 -5.657 -2.756 0.0 0.0 0.0
```
Positions in Å, forces in eV/Å.

Output
Multiplicity   1
Net charge   0
Energy relative to the best compared isomer or geometry (same formula, charge and spin)   0.0000 eV
Calculated total energy   -159132.967 eV
Frontier orbital gap   7.09 eV
HOMO   -7.1 eV